A structure of composition C38H31N2O4PY at a distorted geometry, computed with wB97M-V/def2-TZVPD.

Properties
* HOMO energy: -10.2 eV
* charge: +1
* E: -2256.72380 a.u.
* ΔE to the lowest compared entry with this formula, charge and spin: 0.0 kcal/mol
* multiplicity: 1
* HOMO-LUMO gap: 7.7 eV

Geometry (Å):
1 Y -0.418 1.607 0.559
2 O -2.024 4.054 -0.020
3 C -1.382 3.256 -0.711
4 C -1.387 3.318 -2.228
5 C -1.867 4.429 -2.921
6 C -1.836 4.464 -4.299
7 C -1.326 3.373 -5.010
8 C -0.851 2.266 -4.336
9 C -0.867 2.227 -2.935
10 P -0.191 0.709 -2.090
11 C 1.424 0.454 -2.867
12 C 1.604 -0.360 -3.984
13 C 2.859 -0.467 -4.577
14 C 3.936 0.241 -4.063
15 C 3.763 1.058 -2.953
16 C 2.515 1.158 -2.356
17 C -1.313 -0.636 -2.560
18 C -0.861 -1.957 -2.490
19 C -1.732 -3.018 -2.709
20 C -3.070 -2.764 -2.986
21 C -3.530 -1.455 -3.037
22 C -2.658 -0.390 -2.822
23 H -2.261 5.257 -2.344
24 H -2.202 5.332 -4.834
25 H -1.298 3.394 -6.093
26 H -0.456 1.432 -4.906
27 H 0.771 -0.905 -4.412
28 H 2.992 -1.099 -5.446
29 H 4.910 0.159 -4.530
30 H 4.598 1.616 -2.549
31 H 2.429 1.794 -1.483
32 H 0.176 -2.175 -2.263
33 H -1.362 -4.035 -2.666
34 H -3.751 -3.588 -3.167
35 H -4.572 -1.253 -3.253
36 H -3.041 0.622 -2.880
37 O 1.261 -0.532 1.031
38 C 1.688 -0.120 2.381
39 C 1.160 1.329 2.276
40 O 0.087 1.690 2.813
41 O 1.611 1.998 1.277
42 C 3.205 -0.061 2.510
43 C 3.789 -0.074 3.772
44 C 5.167 0.034 3.903
45 C 5.967 0.144 2.771
46 C 5.385 0.161 1.511
47 C 4.005 0.071 1.380
48 C 1.052 -1.074 3.381
49 C -0.094 -0.844 4.136
50 C -0.626 -1.863 4.930
51 C -0.038 -3.118 4.970
52 C 1.107 -3.360 4.214
53 C 1.641 -2.344 3.439
54 H 1.630 -1.402 0.833
55 H 3.173 -0.175 4.659
56 H 5.616 0.023 4.888
57 H 7.043 0.218 2.874
58 H 6.007 0.250 0.629
59 H 3.553 0.109 0.398
60 H -0.569 0.124 4.130
61 H -1.508 -1.663 5.528
62 H -0.456 -3.901 5.592
63 H 1.590 -4.330 4.242
64 H 2.553 -2.540 2.883
65 N -5.770 -1.457 2.547
66 C -4.635 -0.851 2.127
67 C -3.562 -1.590 1.598
68 C -2.448 -0.917 1.181
69 N -2.334 0.422 1.238
70 C -3.352 1.127 1.767
71 C -4.507 0.547 2.211
72 H -5.874 -2.455 2.524
73 H -6.528 -0.938 2.950
74 H -3.594 -2.671 1.522
75 H -1.604 -1.461 0.772
76 H -3.227 2.204 1.815
77 H -5.290 1.173 2.621